Record 1
The following is a quantum chemistry calculation of C55H51AsF2N2O7W as an isolated structure, from the Open Molecules 2025 dataset.

The value obtained for the energy relative to the best compared isomer or geometry (same formula, charge and spin) is 60.9 kJ/mol. The expectation value of S² is 2.01. Its multiplicity is 3. As for the charge: +2. The lowest unoccupied orbital energy (alpha / beta) is -5.31 / -5.39 eV.

Element x y z (Å)
W (0.275860, 0.208493, 0.329345)
C (0.002736, -2.730669, -1.210313)
O (0.210195, -2.197091, 0.107833)
C (0.915365, -3.172122, 0.903763)
C (0.613467, -3.063146, 2.388559)
O (-0.764544, -3.094197, 2.703782)
C (-1.414603, -4.316146, 2.400551)
H (0.953377, -3.071512, -1.627609)
H (-0.413077, -1.953171, -1.840301)
H (-0.701615, -3.563603, -1.162370)
H (1.990757, -3.060272, 0.724231)
H (0.616272, -4.158356, 0.543488)
H (1.005923, -2.134329, 2.794309)
H (1.137890, -3.904096, 2.865383)
H (-1.482381, -4.490519, 1.322382)
H (-0.901481, -5.165575, 2.863428)
H (-2.424722, -4.249587, 2.800459)
F (-4.630979, -2.089707, -0.546525)
C (-3.782661, -1.116371, -0.897971)
C (-2.550183, -1.050696, -0.285323)
C (-1.647143, -0.050230, -0.648707)
C (-2.053618, 0.900674, -1.601780)
C (-3.323700, 0.802487, -2.173484)
F (-3.726868, 1.714830, -3.079682)
C (-4.202363, -0.204897, -1.855424)
C (-1.050127, 1.911194, -1.922799)
C (-1.186275, 2.990981, -2.799521)
C (-0.097830, 3.799288, -3.058685)
C (1.126965, 3.520453, -2.456456)
C (1.193493, 2.460532, -1.584075)
N (0.131134, 1.686989, -1.302852)
H (-2.303592, -1.773774, 0.482612)
H (-5.177425, -0.269039, -2.315989)
H (-2.137673, 3.181495, -3.268535)
H (-0.196759, 4.637194, -3.735747)
H (2.008472, 4.110759, -2.659362)
H (2.118500, 2.191311, -1.089682)
C (1.397697, 4.126551, 1.915387)
C (1.527930, 2.679066, 1.565587)
O (0.464199, 2.107134, 1.196604)
C (2.779897, 1.994221, 1.693638)
C (3.981429, 2.732670, 1.823639)
C (5.174966, 2.109739, 2.054080)
C (5.192882, 0.712383, 2.213063)
C (4.044366, -0.032705, 2.120661)
C (2.806085, 0.577995, 1.836518)
O (1.719633, -0.151706, 1.799488)
H (0.353253, 4.421461, 1.869846)
H (1.963808, 4.728159, 1.200340)
H (1.797088, 4.325427, 2.909132)
H (3.955937, 3.809674, 1.725524)
H (6.088678, 2.680389, 2.133096)
H (6.131212, 0.214816, 2.423787)
H (4.055226, -1.103934, 2.276388)
O (-0.991494, -0.025293, 1.905138)
As (-1.839770, 1.017330, 2.943404)
C (-2.807515, -0.040584, 4.185971)
C (-4.044348, 0.395721, 4.652734)
C (-4.690631, -0.335245, 5.638995)
C (-4.100389, -1.482320, 6.150068)
C (-2.862926, -1.906060, 5.683071)
C (-2.204870, -1.185386, 4.698894)
C (-0.682259, 2.131350, 3.977576)
C (0.551440, 1.620576, 4.371601)
C (1.355200, 2.368071, 5.218548)
C (0.921173, 3.606241, 5.678226)
C (-0.317500, 4.100778, 5.296052)
C (-1.130102, 3.361324, 4.445546)
C (-3.008364, 2.054780, 1.855051)
C (-2.585849, 3.286251, 1.362659)
C (-3.383300, 3.972081, 0.458688)
C (-4.591992, 3.426354, 0.047675)
C (-5.005051, 2.192134, 0.531094)
C (-4.212609, 1.497287, 1.432365)
H (-4.502579, 1.295918, 4.263769)
H (-5.652964, -0.007543, 6.007616)
H (-4.607297, -2.048977, 6.919426)
H (-2.407749, -2.800109, 6.087449)
H (-1.255681, -1.530575, 4.309761)
H (0.885914, 0.657632, 4.002170)
H (2.317013, 1.980034, 5.528257)
H (1.546920, 4.182007, 6.347173)
H (-0.658958, 5.057963, 5.666598)
H (-2.104034, 3.744208, 4.164981)
H (-1.638536, 3.703714, 1.676422)
H (-3.066000, 4.935647, 0.082159)
H (-5.217645, 3.966741, -0.650471)
H (-5.947014, 1.769471, 0.207891)
H (-4.532702, 0.529963, 1.799706)
C (1.948063, -4.759743, -4.351021)
O (1.290221, -3.499549, -4.463840)
C (1.086633, -3.008524, -5.707918)
C (1.298969, -3.723150, -6.881970)
C (1.023914, -3.147152, -8.113619)
C (0.530948, -1.853260, -8.199470)
C (0.336628, -1.131498, -7.037154)
C (0.631901, -1.691161, -5.801714)
N (0.352290, -0.899339, -4.640467)
C (1.013420, -0.674502, -3.532212)
C (2.322218, -1.020887, -3.139066)
C (3.309683, -1.527160, -4.023558)
C (4.576123, -1.784174, -3.588016)
C (4.891722, -1.567595, -2.231730)
C (3.965423, -1.078359, -1.347546)
C (2.657138, -0.767578, -1.776173)
O (1.798239, -0.274057, -0.947030)
H (2.136562, -4.906423, -3.291368)
H (2.898384, -4.750746, -4.887506)
H (1.314336, -5.565283, -4.723959)
H (1.663925, -4.738540, -6.838937)
H (1.191385, -3.723128, -9.013217)
H (0.304783, -1.410688, -9.158494)
H (-0.034391, -0.114070, -7.081479)
H (-0.535743, -0.420492, -4.698587)
H (0.437051, -0.109254, -2.808410)
H (3.058618, -1.683495, -5.062585)
H (5.330829, -2.145709, -4.271362)
H (5.891643, -1.788479, -1.879838)
H (4.216481, -0.896404, -0.311726)

Forces on atoms 1 to 6 (eV/Å):
-0.366 -0.432 -0.108
0.120 -0.019 -0.002
-0.284 0.298 0.027
0.091 0.099 0.180
-0.212 -0.050 -0.074
0.171 -0.042 -0.185

Record 2
The following is a quantum chemistry calculation of C55H54NO4OsP2S2Si as an isolated structure, from the Open Molecules 2025 dataset.

The value obtained for the energy relative to the best compared isomer or geometry (same formula, charge and spin) is 36.2 kJ/mol. Its multiplicity is 1. As for the charge: -1. The lowest unoccupied orbital energy is 2.36 eV.

Element x y z (Å)
Os (0.690731, 0.398202, -0.395318)
O (-0.698497, -1.617474, 2.160242)
C (-2.010871, -1.839166, 1.872044)
C (-2.748083, -2.826560, 2.521967)
C (-4.087850, -2.983032, 2.228785)
C (-4.684972, -2.150043, 1.292325)
C (-3.914373, -1.226038, 0.611443)
C (-2.541119, -1.075362, 0.841114)
P (-1.578378, 0.090034, -0.291743)
C (-2.823483, 1.438972, 0.044374)
C (-3.856127, 1.810098, -0.809619)
C (-4.935571, 2.553458, -0.341359)
C (-5.001443, 2.928980, 0.988395)
C (-3.952118, 2.604057, 1.840183)
C (-2.874494, 1.879453, 1.367458)
C (-2.301572, -0.530882, -1.887251)
C (-2.979392, -1.734838, -2.045596)
C (-3.598011, -2.056089, -3.248559)
C (-3.530274, -1.190715, -4.326378)
C (-2.820906, -0.003590, -4.197490)
C (-2.214097, 0.311385, -2.993000)
C (-0.173601, -1.500014, 3.409630)
C (-0.886896, -1.598236, 4.600436)
C (-0.203734, -1.486143, 5.801677)
C (1.163922, -1.260599, 5.816818)
C (1.837002, -1.085424, 4.617352)
C (1.184278, -1.189306, 3.390734)
P (1.952318, -0.711454, 1.771229)
C (3.028387, -2.160785, 1.413639)
C (3.187728, -2.535023, 0.083181)
C (3.986947, -3.619558, -0.252408)
C (4.634749, -4.341052, 0.737489)
C (4.481818, -3.975361, 2.069296)
C (3.682008, -2.893786, 2.403279)
C (3.132376, 0.484861, 2.513495)
C (2.615528, 1.558600, 3.237445)
C (3.457069, 2.488797, 3.817278)
C (4.834605, 2.364484, 3.674413)
C (5.355779, 1.310919, 2.943419)
C (4.507389, 0.375115, 2.362090)
H (-2.259504, -3.470925, 3.238576)
H (-4.663050, -3.749198, 2.733470)
H (-5.741920, -2.233710, 1.075109)
H (-4.391100, -0.607835, -0.136223)
H (-3.863828, 1.484721, -1.839575)
H (-5.735454, 2.816653, -1.023350)
H (-5.853015, 3.485924, 1.359964)
H (-3.974996, 2.915308, 2.877102)
H (-2.071599, 1.612273, 2.047517)
H (-3.015578, -2.453055, -1.238119)
H (-4.110867, -3.005657, -3.341195)
H (-4.011839, -1.441653, -5.263669)
H (-2.738475, 0.680171, -5.034001)
H (-1.684517, 1.244564, -2.901630)
H (-1.955102, -1.744182, 4.595873)
H (-0.753890, -1.568927, 6.730897)
H (1.698379, -1.177818, 6.754141)
H (2.884837, -0.815270, 4.640505)
H (2.680385, -1.972816, -0.690330)
H (4.093071, -3.898803, -1.293413)
H (5.254318, -5.190312, 0.475808)
H (4.984057, -4.533931, 2.849801)
H (3.570644, -2.625612, 3.445305)
H (1.541036, 1.672817, 3.334054)
H (3.040483, 3.324002, 4.366701)
H (5.495397, 3.099513, 4.116959)
H (6.425522, 1.220498, 2.803182)
H (4.920915, -0.427763, 1.766238)
O (4.415631, 2.474662, -0.371945)
S (3.114608, 1.878356, -0.454487)
O (3.082735, 0.394191, -0.381274)
O (2.103099, 2.359687, 0.502719)
S (2.313738, 2.201453, -2.336970)
C (1.056162, 4.667851, -1.604751)
C (-0.028680, 3.560527, -1.640539)
C (-0.819781, 3.824960, -2.934348)
C (0.574005, 2.082795, -1.799851)
C (-0.865449, 3.935054, -0.398798)
C (-2.082152, 4.606282, -0.526726)
C (-2.666786, 5.270194, 0.544906)
C (-2.055901, 5.275547, 1.787096)
C (-0.878660, 4.560331, 1.949273)
C (-0.299512, 3.898072, 0.878326)
H (1.595609, 4.732315, -2.548421)
H (1.776282, 4.498702, -0.805702)
H (0.560709, 5.624538, -1.421244)
H (-0.184721, 3.586546, -3.790270)
H (-1.114983, 4.872339, -3.025040)
H (-1.722368, 3.212689, -3.001003)
H (0.117250, 1.659080, -2.687748)
H (-2.588918, 4.639246, -1.480688)
H (-3.606139, 5.790373, 0.397457)
H (-2.499025, 5.812059, 2.617649)
H (-0.389779, 4.528858, 2.916834)
H (0.640963, 3.394086, 1.020601)
C (3.484750, -0.886501, -3.142137)
Si (1.633231, -1.179960, -3.341147)
C (1.752904, -2.836998, -4.271166)
C (0.935247, -0.087615, -4.715302)
N (0.706053, -1.230601, -1.838806)
C (0.121424, -2.457178, -1.516754)
C (-0.543437, -3.265076, -2.464085)
C (-1.086904, -4.494037, -2.142666)
C (-1.056672, -4.974440, -0.837133)
C (-0.473194, -4.169786, 0.129518)
C (0.097713, -2.950893, -0.204996)
H (3.880313, -0.467944, -4.073188)
H (3.970024, -1.856874, -2.988984)
H (3.767203, -0.236727, -2.325368)
H (2.615227, -2.714908, -4.936147)
H (0.892115, -3.079523, -4.894557)
H (1.952081, -3.688974, -3.618665)
H (1.457121, -0.369887, -5.636084)
H (1.059496, 0.983809, -4.587645)
H (-0.125187, -0.300949, -4.862492)
H (-0.690141, -2.882333, -3.461886)
H (-1.584448, -5.064671, -2.920009)
H (-1.495933, -5.930368, -0.581197)
H (-0.445896, -4.491529, 1.165670)
H (0.547888, -2.352689, 0.567966)

Forces on atoms 1 to 6 (eV/Å):
0.077 -0.085 0.843
0.030 -0.120 0.218
-0.086 0.175 -0.011
0.004 0.002 -0.013
0.017 -0.014 0.019
0.014 0.033 -0.006

Record 3
The following is a quantum chemistry calculation of C55H60ClGe2O2S4Ti as an isolated structure, from the Open Molecules 2025 dataset.

The value obtained for the energy relative to the best compared isomer or geometry (same formula, charge and spin) is 64.5 kJ/mol. Its multiplicity is 1. As for the charge: +1. The lowest unoccupied orbital energy is -3.34 eV.

Element x y z (Å)
Ti (-1.730237, -1.458450, -1.017753)
C (3.026811, 0.727543, 6.524690)
C (2.023228, 1.163102, 5.490155)
C (2.346972, 2.112358, 4.527789)
C (1.402441, 2.595136, 3.634362)
C (1.798520, 3.611839, 2.592727)
C (0.085949, 2.123192, 3.715316)
C (-0.247617, 1.119205, 4.633382)
C (-1.636374, 0.529355, 4.717133)
C (0.734512, 0.649849, 5.499222)
C (-0.980675, 2.810644, 2.929324)
C (-1.359915, 4.081233, 3.363250)
C (-2.397425, 4.757525, 2.747256)
C (-3.068239, 4.167728, 1.686899)
C (-2.718189, 2.901541, 1.228398)
C (-1.660999, 2.231034, 1.856117)
Ge (-1.131735, 0.443917, 1.243662)
S (-2.805841, -0.960650, 1.014362)
S (-0.487058, 0.705577, -0.950653)
Ge (1.180832, -0.867943, -0.533075)
S (0.336044, -2.443183, -1.822013)
S (0.765911, -0.693582, 1.713645)
C (3.023653, -0.435807, -1.009901)
C (3.287443, 0.338547, -2.142680)
C (4.609294, 0.605050, -2.477302)
C (5.648339, 0.071120, -1.727092)
C (5.372867, -0.732486, -0.632909)
C (4.056898, -0.995881, -0.256865)
C (3.796567, -1.867950, 0.925306)
C (3.458077, -3.213913, 0.769579)
C (3.381959, -3.884417, -0.581804)
C (3.243821, -3.991065, 1.909211)
C (3.381580, -3.471822, 3.183726)
C (3.178986, -4.324823, 4.406089)
C (3.747377, -2.132568, 3.314154)
C (3.960994, -1.324189, 2.212418)
C (4.343680, 0.119707, 2.392764)
C (2.187218, 0.861536, -3.009373)
C (1.579261, 2.086568, -2.728921)
C (1.989490, 2.918329, -1.540161)
C (0.582647, 2.560703, -3.582201)
C (0.191837, 1.856278, -4.709931)
C (-0.866675, 2.390049, -5.639324)
C (0.824451, 0.642578, -4.982552)
C (1.821411, 0.137459, -4.157441)
C (2.541125, -1.130734, -4.535054)
C (-3.465884, 2.353681, 0.055291)
C (-4.657072, 1.644198, 0.231126)
C (-5.237478, 1.357318, 1.592624)
C (-5.333481, 1.177020, -0.893775)
C (-4.853970, 1.384816, -2.177795)
C (-5.622401, 0.897814, -3.377060)
C (-3.681484, 2.121261, -2.330584)
C (-3.005813, 2.648863, -1.237627)
C (-1.879491, 3.629666, -1.448955)
H (4.033941, 1.056733, 6.269853)
H (3.034229, -0.356581, 6.644266)
H (2.773972, 1.155717, 7.496537)
H (3.359523, 2.499920, 4.481493)
H (2.879951, 3.618014, 2.458181)
H (1.490897, 4.620360, 2.877329)
H (1.328967, 3.391381, 1.631950)
H (-2.393951, 1.194107, 4.305118)
H (-1.900240, 0.312399, 5.751834)
H (-1.685622, -0.420364, 4.172032)
H (0.471653, -0.114145, 6.224801)
H (-0.842908, 4.517960, 4.209096)
H (-2.692927, 5.738428, 3.098264)
H (-3.881793, 4.688226, 1.195269)
H (4.819175, 1.224164, -3.342058)
H (6.674747, 0.268674, -2.009035)
H (6.178740, -1.177995, -0.061972)
H (3.594956, -3.197819, -1.399047)
H (2.395582, -4.316340, -0.752527)
H (4.105367, -4.700487, -0.631767)
H (2.986487, -5.038855, 1.785659)
H (2.764635, -5.298561, 4.149284)
H (2.504025, -3.838911, 5.112344)
H (4.127847, -4.486987, 4.920647)
H (3.869848, -1.708695, 4.305208)
H (4.356805, 0.376906, 3.449167)
H (3.630612, 0.777003, 1.888375)
H (5.331791, 0.324959, 1.977208)
H (2.396638, 2.308715, -0.733649)
H (1.139880, 3.485906, -1.157886)
H (2.760819, 3.636263, -1.829986)
H (0.111393, 3.512886, -3.358463)
H (-1.293697, 3.318802, -5.262834)
H (-1.675060, 1.669768, -5.781726)
H (-0.441781, 2.591655, -6.624197)
H (0.556574, 0.094486, -5.881143)
H (1.979760, -1.689011, -5.283062)
H (2.704599, -1.775576, -3.670776)
H (3.521866, -0.896376, -4.954563)
H (-4.642307, 1.786156, 2.396196)
H (-5.302092, 0.280409, 1.752894)
H (-6.249506, 1.759512, 1.665655)
H (-6.265887, 0.637525, -0.755611)
H (-6.145592, -0.034135, -3.163293)
H (-4.967647, 0.740316, -4.234500)
H (-6.373172, 1.634566, -3.670705)
H (-3.330762, 2.356055, -3.331777)
H (-1.657005, 3.740342, -2.510386)
H (-0.963863, 3.340531, -0.927791)
H (-2.164455, 4.609245, -1.061388)
O (-1.124502, -3.184267, 0.433632)
H (-0.558076, -3.913199, 0.145061)
H (-1.704047, -3.480393, 1.150739)
O (-1.578164, -0.527163, -3.307091)
H (-0.710946, -0.661300, -3.723251)
H (-1.743578, 0.426749, -3.354239)
Cl (-4.385445, -4.101473, 0.181018)
C (-3.590183, -4.506890, -1.311860)
C (-3.452255, -5.851903, -1.610680)
C (-2.869706, -6.235028, -2.808838)
C (-2.426397, -5.269373, -3.701096)
C (-2.596110, -3.930945, -3.403821)
C (-3.191898, -3.504778, -2.210246)
C (-3.449607, -2.056816, -1.983516)
H (-3.816342, -6.590517, -0.909740)
H (-2.789098, -7.285985, -3.052900)
H (-1.956119, -5.561637, -4.630434)
H (-2.275001, -3.174601, -4.110529)
H (-4.286064, -1.881793, -1.308255)
H (-3.593614, -1.529814, -2.919647)

Forces on atoms 1 to 6 (eV/Å):
0.203 -0.778 -0.399
-0.024 -0.010 -0.056
0.056 -0.050 0.015
-0.001 0.008 0.004
-0.004 -0.001 -0.047
-0.030 -0.018 0.086

| no. | M (g/mol) |
| --- | --- |
| 1 | 1148.78 |
| 2 | 1137.44 |
| 3 | 1109.89 |